*w*
A structure of composition C27H52P2SiV, computed with the ωB97M-V functional and the def2-TZVPD basis.

Geometry as ORCA input:
```
! RIJCOSX wB97M-V def2-TZVPD def2/J DEFGRID3
* xyz 1 3
V -0.72 1.84 0.88
C 3.09 -0.27 0.18
C 2.61 -0.33 1.56
C 2.29 -2.39 0.65
C 2.78 -1.52 -0.39
C 2.10 -1.61 1.83
C 3.82 0.84 -0.46
H 3.96 1.73 0.14
H 3.21 1.10 -1.33
H 4.81 0.54 -0.82
C 3.18 -1.94 -1.74
H 3.07 -1.15 -2.49
H 2.60 -2.80 -2.05
H 4.24 -2.24 -1.68
C 2.10 -3.84 0.54
H 3.02 -4.31 0.93
H 1.97 -4.19 -0.51
H 1.25 -4.19 1.16
C 1.88 -2.14 3.19
H 2.79 -2.66 3.55
H 1.08 -2.88 3.16
H 1.63 -1.39 3.96
C 2.88 0.70 2.56
H 3.67 0.23 3.16
H 2.05 0.97 3.24
H 3.26 1.61 2.09
C -1.96 3.44 -0.30
C -0.72 4.00 -0.12
C -0.18 4.63 1.10
C -0.61 4.09 2.55
C -0.75 2.63 2.71
C -1.98 1.77 2.13
C -3.20 2.34 1.54
C -3.11 3.56 0.65
H -0.30 5.72 1.19
H -1.51 4.67 2.84
H 0.90 4.49 0.88
H -3.10 4.47 1.28
H -2.19 3.15 -1.34
H -0.07 4.11 -1.01
H -4.06 3.60 0.08
H -3.84 1.55 1.13
H -2.14 0.91 2.72
H -3.54 2.58 2.53
H 0.24 4.50 3.15
H -0.16 2.11 3.52
P -0.42 0.28 -1.97
P -0.92 -1.81 1.13
C -2.04 0.26 -0.83
C -2.31 -0.90 0.18
H -2.79 0.08 -1.65
H -2.28 1.28 -0.40
H -2.98 -0.59 1.01
H -2.79 -1.70 -0.41
C -1.63 -3.46 1.04
H -0.82 -4.08 1.47
H -1.87 -3.81 0.02
H -2.53 -3.53 1.69
C -1.43 -1.48 2.87
H -2.54 -1.40 2.82
H -0.99 -0.56 3.29
H -1.11 -2.32 3.52
C -0.65 1.55 -3.19
H 0.35 1.75 -3.56
H -1.02 2.49 -2.73
H -1.30 1.27 -4.03
C 0.69 1.43 -0.99
H 1.14 0.54 -0.39
H 0.13 2.39 -0.35
H 1.27 2.10 -1.56
C -0.15 -3.35 -2.17
Si -0.47 -1.75 -3.15
C 0.70 -1.39 -4.58
C -2.28 -1.63 -3.69
H 0.02 -3.06 -1.12
H -1.05 -3.98 -2.26
H 0.73 -3.90 -2.57
H 0.17 -1.30 -5.54
H 1.17 -0.43 -4.32
H 1.46 -2.19 -4.64
H -2.32 -2.08 -4.70
H -2.94 -2.19 -3.00
H -2.58 -0.57 -3.74
*
```

For the molar mass, the calculation gives 517.69 g mol⁻¹. Its highest occupied orbital energy (spin up / spin down) is -7.64 / -7.53 eV.

Here are the Löwdin charges for atoms 1 to 8, given in e: 0.741 -0.287 -0.279 -0.287 -0.264 -0.338 -0.064 0.068



*x*
A structure of composition C27H52P2SiV, computed with the ωB97M-V functional and the def2-TZVPD basis.

Geometry as ORCA input:
```
! RIJCOSX wB97M-V def2-TZVPD def2/J DEFGRID3
* xyz 1 3
V 0.44 1.67 0.03
C 1.88 1.44 -1.51
C 0.69 1.99 -2.07
C 1.45 3.46 -0.46
C 2.38 2.37 -0.55
C 0.37 3.20 -1.37
C 2.61 0.23 -1.98
H 2.09 -0.26 -2.81
H 2.75 -0.50 -1.17
H 3.61 0.48 -2.35
C 3.70 2.29 0.12
H 4.39 1.64 -0.43
H 3.60 1.92 1.16
H 4.16 3.29 0.18
C 1.60 4.65 0.40
H 2.63 5.01 0.44
H 1.29 4.47 1.43
H 0.99 5.47 0.01
C -0.87 3.99 -1.53
H -0.66 5.06 -1.39
H -1.65 3.70 -0.80
H -1.27 3.83 -2.55
C -0.04 1.46 -3.24
H -0.17 2.22 -4.03
H -1.05 1.15 -2.95
H 0.46 0.59 -3.68
C 1.24 -3.32 0.66
C 1.81 -3.19 -0.55
C 1.01 -2.87 -1.78
C -0.37 -3.55 -1.91
C -1.59 -2.61 -1.70
C -1.09 -1.32 -1.02
C -0.22 -1.33 0.27
C -0.09 -2.72 0.95
H 1.59 -3.16 -2.65
H -0.41 -4.49 -1.33
H 0.95 -1.78 -1.90
H -0.91 -3.35 0.58
H 1.72 -3.86 1.49
H 2.85 -3.47 -0.77
H -0.28 -2.67 2.03
H 0.77 -0.86 0.09
H -0.61 -0.72 -1.82
H -0.65 -0.69 1.09
H -0.43 -3.88 -2.96
H -1.94 -2.36 -2.72
P -3.10 -2.85 -0.77
C -2.94 -4.51 -0.09
C -4.45 -3.03 -1.97
P -2.29 0.03 -0.31
C -3.41 -1.39 0.22
C -3.10 0.76 -1.76
C -2.60 1.16 1.08
H -3.10 -4.54 0.99
H -1.97 -4.95 -0.32
H -3.70 -5.14 -0.59
H -5.22 -3.70 -1.56
H -4.04 -3.49 -2.89
H -4.92 -2.08 -2.23
H -3.50 0.81 1.62
H -2.77 2.19 0.73
H -1.78 1.18 1.81
H -3.21 -1.60 1.28
H -4.46 -1.07 0.12
H -3.00 1.86 -1.73
H -4.17 0.50 -1.75
H -2.66 0.39 -2.69
C 1.17 0.57 4.99
Si 1.90 1.11 3.34
C 3.26 2.35 3.68
C 2.58 -0.41 2.46
C 0.66 1.97 2.23
H 1.98 0.59 5.73
H 0.79 -0.46 4.94
H 0.37 1.22 5.35
H 3.56 2.21 4.73
H 4.15 2.22 3.06
H 2.90 3.39 3.56
H 1.81 -1.17 2.29
H 3.03 -0.16 1.49
H 3.36 -0.84 3.10
H 0.38 2.92 2.71
H -0.25 1.34 2.20
*
```

For the molar mass, the calculation gives 517.69 g mol⁻¹. Its highest occupied orbital energy (spin up / spin down) is -8.90 / -8.27 eV.

Here are the Löwdin charges for atoms 1 to 8, given in e: 0.683 -0.301 -0.294 -0.293 -0.281 -0.317 -0.027 0.066



The energy of each structure relative to the most stable one, in kJ/mol, is as follows: *w* 448.4; *x* 0.0.